Density functional theory data (ωB97M-V/def2-TZVPD) for C33H28BrFMoN5O4SbSe4 as an isolated structure.

Positions of all 78 atoms, in Å:
1 Sb 2.30629 2.31285 -0.78045
2 Mo -1.42790 1.97933 0.17961
3 Br -1.82012 7.47679 -4.93526
4 Se 0.47103 3.16920 1.06686
5 Se 3.79030 0.82764 0.48262
6 Se 1.00382 0.66557 -2.37713
7 Se 2.19309 -1.28631 -2.80594
8 F 2.96593 -1.96008 3.19411
9 O -2.52689 -0.14035 -2.55738
10 O -0.45935 0.31443 0.65661
11 O -2.92717 0.57745 -0.43764
12 O -1.15518 2.58655 -1.57766
13 N 3.83145 -4.00210 1.41012
14 N -2.40849 1.80352 2.11531
15 N -2.76545 3.63931 0.24669
16 N -0.39585 -3.39544 -0.91256
17 N 4.99673 -2.03196 -0.32049
18 C -2.17846 0.85916 2.99542
19 C -2.83935 0.79106 4.24209
20 C 0.31674 -1.84514 0.75261
21 C -3.75448 1.74291 4.55603
22 C -0.59493 -0.89180 0.22955
23 C -1.49211 -1.26381 -0.76508
24 C -2.84568 4.59315 -0.63297
25 C -5.18708 4.75826 2.91861
26 C -2.40235 -0.21230 -1.35797
27 C -0.77479 4.89965 -4.29071
28 C -4.49126 4.73098 1.69032
29 C -0.27620 -4.54388 -3.16954
30 C -3.56503 3.75967 1.43391
31 C -0.61365 3.76483 -3.53667
32 C 1.01823 -4.82756 -2.47138
33 C -4.02775 2.77820 3.62462
34 C -1.34144 -2.51143 -1.30628
35 C 1.16561 -1.50160 1.81703
36 C 1.57947 -3.89604 0.46287
37 C -1.29959 3.66116 -2.31734
38 C 4.90606 -1.81302 1.16824
39 C -2.29614 5.83853 -2.67181
40 C -3.33491 2.76759 2.40942
41 C -2.13548 4.68695 -1.87463
42 C 4.35370 -4.42964 0.10337
43 C 2.53509 -3.45652 1.36843
44 C 4.30915 -3.25929 -0.84592
45 C 2.19094 -2.31109 2.14416
46 C 0.47649 -3.08138 0.12014
47 C -0.23392 -4.62514 -1.67516
48 C 4.86036 -3.11193 1.96369
49 C -4.96329 3.81055 3.87082
50 C -1.62044 5.93629 -3.85640
51 H 5.97231 -2.02866 -0.61052
52 H -0.79060 -5.32897 -3.70246
53 H -5.90170 5.54952 3.09377
54 H 4.65705 -2.86448 3.00034
55 H -0.67993 -5.48897 -1.19818
56 H -4.72438 5.49766 0.96677
57 H -3.50387 5.43238 -0.42681
58 H -2.59607 -0.01586 4.91714
59 H 3.98930 -1.23865 1.30678
60 H -0.34491 -3.55842 -3.60785
61 H 3.27906 -2.93629 -1.01137
62 H 4.73839 -3.47594 -1.82266
63 H -4.27964 1.72702 5.50167
64 H -1.95914 -2.82815 -2.13447
65 H 1.72627 -4.00327 -2.48133
66 H 4.51086 -1.21491 -0.76548
67 H 1.73848 -4.81580 -0.07176
68 H 1.04709 -0.55958 2.33302
69 H 5.73505 -1.16658 1.44976
70 H -5.49122 3.82996 4.81426
71 H 0.02420 2.94413 -3.84742
72 H -0.24737 5.00172 -5.22879
73 H -1.42992 0.12275 2.73062
74 H -2.94430 6.63840 -2.33890
75 H 5.35705 -4.82289 0.27478
76 H 3.77281 -5.23910 -0.33015
77 H 5.80209 -3.66265 1.94040
78 H 1.42730 -5.82816 -2.49804

Output
* total charge: 0
* gap between HOMO and LUMO (alpha / beta): 4.4 / 4.4 eV
* multiplicity: 1
* electronic energy: -14437.2009 hartree
* ΔE to the lowest compared entry with this formula, charge and spin: 1.9 kcal/mol